# 1
Br2H7NSi3 | ωB97M-V with the def2-TZVPD basis set

Properties
- HOMO level: -0.33744 hartree
- Strongest force on any atom: 3.01 eV Å⁻¹
- Gap between HOMO and LUMO: 8.65 eV
- Molar mass: 265.1 u
- Relative energy (zero: lowest compared OMol25 entry of this formula, charge and spin): 68.5 kcal/mol

Last column: Mulliken charge in e.
CARTESIAN COORDINATES (ANGSTROEM)
H  -3.74917  0.21655  -2.26948  -0.0688
H  0.83042  1.12083  -0.83784  -0.1621
Si  0.98415  -1.38804  1.67880  0.2170
Br  -3.31268  1.65030  0.37841  -0.2030
H  1.50841  -2.70865  1.75969  -0.0730
Si  -2.66926  0.22852  -1.17911  0.5655
H  3.18313  0.89744  -1.54632  -0.1100
Br  -2.21664  -1.60120  -0.01214  -0.1574
H  0.28287  -0.92328  2.89298  -0.0373
Si  2.21616  0.72314  -0.32637  0.2819
N  1.76978  -0.78833  0.38063  -0.0494
H  -1.39550  0.78492  -1.61489  -0.0986
H  2.56833  1.78779  0.69564  -0.1046

Atomic forces in eV per Å
H 0.782 -0.444 0.843
H 0.768 0.316 -0.162
Si 2.010 0.765 -2.106
Br -0.290 0.249 0.085
H -0.410 -1.276 0.550
Si -0.406 0.699 -0.188
H -0.602 -0.667 1.195
Br -0.156 -0.353 -0.333
H -0.176 0.347 -0.244
Si -1.632 0.752 -0.420
N -0.172 0.312 1.509
H 0.117 -0.190 -0.355
H 0.166 -0.510 -0.376

# 2
C3H8N2O4S3 | ωB97M-V with the def2-TZVPD basis set

Properties
- HOMO level: -0.34124 hartree
- Strongest force on any atom: 5.53 eV Å⁻¹
- Gap between HOMO and LUMO: 9.70 eV
- Molar mass: 232.3 u
- Relative energy (zero: lowest compared OMol25 entry of this formula, charge and spin): 10.3 kcal/mol

Last column: Mulliken charge in e.
CARTESIAN COORDINATES (ANGSTROEM)
H  1.91781  -0.45672  -0.96560  0.4106
H  -0.92812  -2.61389  0.32613  0.3768
S  -1.74976  -0.33796  -0.30128  1.2813
O  -2.46569  -0.33336  -1.55328  -0.6907
S  0.77406  0.12864  0.57954  1.0656
O  -2.18734  0.64676  0.67930  -0.6937
H  -0.04221  2.14419  1.17980  0.3377
C  0.40659  0.30026  -2.81275  0.8072
N  1.59404  0.02154  -2.55338  -0.6721
H  1.56541  1.77280  1.94740  0.3749
C  0.96398  1.93707  1.07167  -0.8476
O  2.06054  -0.40837  0.03306  -0.4180
C  -1.73268  -1.98328  0.43321  -1.0304
H  -2.64768  -2.53667  0.15627  0.3458
H  2.24705  -0.24144  -3.23885  0.2128
N  -0.19647  -0.06035  -0.65036  -0.5481
H  1.50427  2.36138  0.11234  0.2624
O  0.48189  -0.61379  1.78338  -0.6215
S  -0.97859  0.71128  -3.32564  -0.2999
H  -1.61118  -1.67279  1.56170  0.3470

Atomic forces in eV per Å
H 0.428 0.235 -0.783
H 2.176 -0.914 -1.206
S -0.648 0.823 0.127
O -0.211 -0.802 0.953
S -2.749 0.029 1.559
O 0.213 -1.055 -0.274
H -1.947 1.127 0.467
C 1.536 0.027 -1.440
N -1.491 0.001 1.483
H 0.210 0.760 0.412
C 2.894 -2.865 -3.736
O 1.959 -0.034 -0.744
C -2.189 1.976 2.988
H 0.218 0.621 0.449
H 0.652 -0.036 -1.239
N 0.655 0.206 1.891
H -1.165 -0.324 2.293
O 0.073 0.733 -0.231
S 0.334 0.406 -0.987
H -0.948 -0.914 -1.980

Repeat the second record exactly.
C3H8N2O4S3 | ωB97M-V with the def2-TZVPD basis set

Properties
- HOMO level: -0.34124 hartree
- Strongest force on any atom: 5.53 eV Å⁻¹
- Gap between HOMO and LUMO: 9.70 eV
- Molar mass: 232.3 u
- Relative energy (zero: lowest compared OMol25 entry of this formula, charge and spin): 10.3 kcal/mol

Last column: Mulliken charge in e.
CARTESIAN COORDINATES (ANGSTROEM)
H  1.91781  -0.45672  -0.96560  0.4106
H  -0.92812  -2.61389  0.32613  0.3768
S  -1.74976  -0.33796  -0.30128  1.2813
O  -2.46569  -0.33336  -1.55328  -0.6907
S  0.77406  0.12864  0.57954  1.0656
O  -2.18734  0.64676  0.67930  -0.6937
H  -0.04221  2.14419  1.17980  0.3377
C  0.40659  0.30026  -2.81275  0.8072
N  1.59404  0.02154  -2.55338  -0.6721
H  1.56541  1.77280  1.94740  0.3749
C  0.96398  1.93707  1.07167  -0.8476
O  2.06054  -0.40837  0.03306  -0.4180
C  -1.73268  -1.98328  0.43321  -1.0304
H  -2.64768  -2.53667  0.15627  0.3458
H  2.24705  -0.24144  -3.23885  0.2128
N  -0.19647  -0.06035  -0.65036  -0.5481
H  1.50427  2.36138  0.11234  0.2624
O  0.48189  -0.61379  1.78338  -0.6215
S  -0.97859  0.71128  -3.32564  -0.2999
H  -1.61118  -1.67279  1.56170  0.3470

Atomic forces in eV per Å
H 0.428 0.235 -0.783
H 2.176 -0.914 -1.206
S -0.648 0.823 0.127
O -0.211 -0.802 0.953
S -2.749 0.029 1.559
O 0.213 -1.055 -0.274
H -1.947 1.127 0.467
C 1.536 0.027 -1.440
N -1.491 0.001 1.483
H 0.210 0.760 0.412
C 2.894 -2.865 -3.736
O 1.959 -0.034 -0.744
C -2.189 1.976 2.988
H 0.218 0.621 0.449
H 0.652 -0.036 -1.239
N 0.655 0.206 1.891
H -1.165 -0.324 2.293
O 0.073 0.733 -0.231
S 0.334 0.406 -0.987
H -0.948 -0.914 -1.980